{"formula": "C4H10N2O2", "method": "the ωB97M-V functional and the def2-TZVPD basis", "smiles": "[H]/N=C/C.CC(=O)ON", "total_energy_ha": -418.23780, "fmax_ev_per_a": 3.65, "multiplicity": 1, "relative_energy_kj_mol": 585.9, "species": ["C", "C", "N", "O", "O", "H", "H", "H", "H", "H", "C", "C", "N", "H", "H", "H", "H", "H"], "coordinates": [[-1.43361, 1.29840, 0.82304], [-0.98083, 0.24426, -0.12710], [-0.92670, -2.35850, 0.01745], [-0.77380, -1.16062, 0.78039], [-1.26578, 0.08327, -1.27225], [-1.01362, -2.05778, -0.95956], [-1.83657, -2.72348, 0.29119], [-1.17347, 1.07742, 1.85444], [-2.51419, 1.40032, 0.71904], [-0.95266, 2.24069, 0.55696], [1.91007, -0.00493, -1.22118], [1.30021, 0.30657, 0.10938], [1.72058, 1.26379, 0.82340], [1.25043, 1.32925, 1.72780], [0.50552, -0.64275, 0.57721], [1.15632, -0.06797, -2.00714], [2.63938, 0.75965, -1.48831], [2.38871, -0.98760, -1.20476]], "forces_ev_per_angstrom": [[0.8071, 0.5905, 0.1086], [-2.5996, -2.5655, -0.0069], [-0.0211, 0.3619, -0.0455], [-1.4261, 0.7053, -0.8177], [1.0971, 0.3149, 1.2654], [0.0128, -0.0721, 0.1352], [0.0006, 0.0970, -0.1004], [-0.0169, -0.2177, -0.0783], [0.0612, -0.1517, -0.0665], [-0.1547, 0.0067, -0.0750], [0.1413, 0.2919, -0.2111], [-0.3050, -2.2506, 0.8549], [0.2769, 0.5835, -0.1041], [-0.0775, -0.1873, -0.1094], [2.1655, 2.3807, -0.8953], [-0.0877, 0.0887, 0.0280], [0.0711, -0.0480, -0.0591], [0.0550, 0.0718, 0.1771]]}